Formula: C27H45BN4O3PdS
Source: the Open Molecules 2025 dataset
Level of theory: ωB97M-V with the def2-TZVPD basis set

Results
Total charge: +2
Kohn-Sham gap, eV: 2.59
HOMO, eV: -13.0

Positions of all 82 atoms, in Å:
C1 5.1536 -1.5083 1.3072
C2 3.6498 -2.1537 0.9603
B1 2.4494 -1.5276 1.9131
O1 2.5150 -1.7692 3.3714
C3 1.2354 -0.6404 1.2142
C4 -0.3278 -1.0987 1.3794
O2 -0.8446 -2.2757 2.0809
C5 -0.5002 -3.5432 1.4345
C6 -0.8091 -3.6446 -0.1677
C7 -2.4661 -3.5026 -0.3493
C8 -0.4453 -5.1707 -0.6401
C9 1.0312 -5.3737 -1.3118
C10 1.5055 -4.1978 -2.3496
C11 2.2559 -5.6258 -0.2400
C12 -1.4613 -0.0877 0.6790
C13 -3.0956 -0.3402 0.7805
C14 -3.6908 0.7529 1.8984
C15 -5.2447 1.1998 1.5444
C16 -6.2583 -0.0652 1.2674
N1 -7.5900 0.3858 0.6841
C17 -7.6092 0.3273 -0.8274
C18 -8.9969 0.1424 -1.7379
O3 -6.4757 0.4693 -1.5565
C19 -0.9576 1.2383 -0.1438
C20 0.6448 1.6769 -0.3389
N2 0.8925 2.9048 -1.1702
C21 2.3807 3.1005 -1.2462
C22 2.9032 4.3908 -2.1739
C23 2.9568 5.8059 -1.3483
C24 4.2373 5.9013 -0.2770
C25 4.2719 7.3375 0.5424
N3 4.8487 8.4294 -0.3546
C26 3.5440 2.2120 -0.5368
S1 5.3895 2.6298 -0.7491
N4 3.2176 1.0001 0.2875
C27 1.7453 0.7103 0.3700
H1 5.0535 -0.3781 1.5932
H2 5.6630 -2.0549 2.2277
H3 5.9031 -1.6706 0.3953
H4 3.7757 -3.3113 1.1074
H5 3.4570 -1.9663 -0.1936
H6 2.0391 -1.0406 3.8839
H7 0.6178 -3.8973 1.6247
H8 -1.1722 -4.3799 1.9581
H9 -0.3553 -2.7928 -0.8279
H10 -2.9318 -4.3637 -0.9900
H11 -3.0007 -3.5024 0.7109
H12 -2.6781 -2.4930 -0.9422
H13 -1.2280 -5.6702 -1.3591
H14 -0.4564 -5.8341 0.3523
H15 0.9652 -6.3747 -1.9597
H16 1.6418 -3.2111 -1.6914
H17 2.6127 -4.4688 -2.7033
H18 0.7796 -4.0388 -3.2582
H19 2.2719 -6.7596 0.1200
H20 2.3090 -4.8527 0.6357
H21 3.2685 -5.4849 -0.8573
H22 -3.6473 -0.2161 -0.2465
H23 -3.2840 -1.4030 1.2897
H24 -2.9648 1.6544 2.0846
H25 -3.7633 0.1785 2.9425
H26 -5.6650 1.7753 2.4962
H27 -5.2202 1.9428 0.6419
H28 -6.4689 -0.5966 2.3152
H29 -5.8267 -0.8990 0.5680
H30 -7.8321 1.3622 0.9661
H31 -9.4017 -0.9598 -1.7040
H32 -9.8222 0.9199 -1.4250
H33 -8.7413 0.3671 -2.8779
H34 -1.7862 1.9261 -0.6517
H35 2.0928 4.5097 -3.0326
H36 3.9192 4.1515 -2.7366
H37 1.9251 6.0811 -0.8331
H38 3.1571 6.6930 -2.1213
H39 4.0944 4.9630 0.4423
H40 5.2506 5.6843 -0.8657
H41 3.1354 7.5655 0.8259
H42 4.9409 7.1490 1.5059
H43 5.7644 8.0533 -0.6840
H44 5.0200 9.2480 0.2808
H45 5.7559 1.8987 -1.9064
Pd1 0.7778 -1.5930 -1.2966

Force components x, y, z for each atom (eV/Å):
0.512 -0.116 0.521
0.790 -0.337 -0.579
1.447 -1.014 2.200
-1.160 2.482 -3.274
-0.358 1.385 -2.192
-1.854 1.843 -1.844
2.215 3.607 -3.282
1.096 -2.907 -0.636
-2.949 -2.146 1.143
-0.048 0.830 -0.403
1.037 -0.510 0.470
0.694 -0.742 -0.469
0.484 -0.825 0.340
0.744 -0.366 -1.088
1.978 1.818 -1.269
0.727 0.232 1.664
-0.831 -0.821 0.923
0.438 0.208 0.286
0.418 -0.105 0.782
1.036 -0.140 -2.380
4.112 1.185 -3.785
0.368 0.440 -0.126
-6.062 -1.266 4.629
0.456 -3.099 1.901
-0.094 -0.223 -0.094
4.995 -4.604 3.351
-0.352 0.320 -0.147
-1.195 -0.522 -0.513
1.010 1.409 0.028
-0.686 -0.870 -0.356
-0.266 -1.488 -0.092
-0.060 -1.102 1.645
-2.877 -3.036 1.026
-1.675 -0.979 -0.434
-3.096 3.934 -3.109
-1.332 0.389 -0.486
0.353 -2.187 -0.798
-1.366 1.072 -1.897
-1.885 0.517 1.901
-0.461 2.156 -0.255
0.246 -0.399 2.264
0.696 -1.601 -0.812
-2.154 1.207 -0.172
1.360 2.151 -1.064
-0.778 -1.384 0.885
1.123 1.600 1.283
1.156 0.111 -2.355
0.164 -2.141 1.490
1.357 1.495 1.423
-0.017 1.351 -2.101
0.112 2.232 1.396
0.211 -1.696 -1.186
-2.618 0.744 0.555
1.445 -0.240 1.805
-0.226 2.665 -0.462
-0.335 -1.608 -1.532
-2.129 -0.338 1.431
1.312 -0.283 1.882
0.543 2.369 -1.626
-1.548 -1.595 -0.642
0.378 1.192 -2.247
0.932 -1.124 -2.072
-0.224 -1.526 1.554
0.337 1.232 -2.251
-0.718 1.836 1.203
0.032 -1.186 -0.204
0.800 2.245 0.345
1.603 -1.751 -0.325
-0.185 -0.442 2.724
1.970 -1.659 1.158
1.516 -0.350 1.932
-2.082 0.363 1.653
2.173 -0.912 -0.965
-0.575 -2.145 1.412
0.419 2.168 -1.059
-2.177 0.682 1.213
2.644 -0.248 -0.419
-1.618 0.440 -1.803
-0.829 0.774 0.465
0.020 -0.998 -1.091
-0.970 0.549 1.236
0.330 1.796 1.779

=====

Formula: C27H45BrIrN2O6SSeSi3Te
Source: the Open Molecules 2025 dataset
Level of theory: ωB97M-V with the def2-TZVPD basis set

Results
Relative energy (zero: lowest compared OMol25 entry of this formula, charge and spin), kcal per mole: 28.6
Total charge: 0
Multiplicity: 2
Kohn-Sham gap (alpha / beta), eV: 5.56 / 6.42
HOMO (alpha / beta), eV: -7.3 / -7.9

Positions of all 88 atoms, in Å:
Ir1 0.0297 1.4277 -0.2642
O1 -0.3549 4.8563 -2.6712
C1 0.9195 5.3101 -2.7251
C2 1.1756 6.4333 -3.5087
C3 2.4537 6.9549 -3.5847
C4 3.5007 6.3663 -2.8841
C5 3.2431 5.2514 -2.1060
C6 1.9651 4.7101 -2.0124
C7 1.7210 3.5289 -1.1044
O2 0.7164 2.6874 -1.6239
N1 1.3652 4.0190 0.2200
N2 1.0381 2.9400 1.0299
C8 0.4985 3.1703 2.1644
C9 0.1257 2.1133 3.0971
Br1 1.1294 0.5142 3.0047
C10 -0.8478 2.3166 3.9856
C11 -1.4374 1.3657 4.9397
C12 -1.7992 0.0762 4.5522
C13 -2.3785 -0.7882 5.4677
C14 -2.5996 -0.3791 6.7754
C15 -2.2590 0.9094 7.1628
C16 -1.6941 1.7808 6.2456
H1 -0.3234 3.9530 -2.2901
H2 0.3517 6.8772 -4.0523
H3 2.6362 7.8265 -4.2007
H4 4.5019 6.7713 -2.9455
H5 4.0454 4.7830 -1.5461
H6 2.6441 2.9573 -0.9633
H7 0.6144 4.7057 0.1822
H8 0.2687 4.1921 2.4681
H9 -1.2673 3.3205 3.9921
H10 -1.6559 -0.2251 3.5228
H11 -2.6691 -1.7837 5.1564
H12 -3.0500 -1.0583 7.4876
H13 -2.4411 1.2380 8.1776
H14 -1.4378 2.7907 6.5442
O3 -3.8110 0.9126 0.7907
S1 -2.5065 1.1185 0.2519
O4 -1.9728 2.5010 0.2711
O5 -1.4130 0.3799 1.1507
O6 -2.2579 0.5210 -1.0874
C17 1.3899 0.7108 -4.2311
Si1 2.6936 0.3617 -2.9491
C18 3.9884 1.7070 -2.9349
C19 3.5291 -1.2807 -3.2899
Se1 1.7823 -0.0913 -0.8877
H15 1.8614 0.9738 -5.1828
H16 0.7564 1.5391 -3.9157
H17 0.7617 -0.1687 -4.3887
H18 4.6685 1.5386 -3.7756
H19 4.5784 1.6985 -2.0168
H20 3.5479 2.6959 -3.0630
H21 4.1049 -1.2259 -4.2180
H22 2.7854 -2.0731 -3.3967
H23 4.2139 -1.5588 -2.4853
C20 -3.0541 -2.5666 -2.5163
Si2 -3.5822 -3.2854 -0.8726
C21 -3.1596 -5.1060 -0.7768
C22 -5.4040 -3.0089 -0.5916
C23 -2.6541 -2.4156 0.5458
Te1 -0.8031 -1.5590 -0.0197
C24 0.3165 -2.5929 1.4195
Si3 1.3032 -4.0827 0.7172
C25 3.1011 -3.6045 0.7999
C26 0.9196 -5.5261 1.8394
C27 0.8414 -4.5305 -1.0520
H24 -3.7971 -2.8119 -3.2796
H25 -2.0962 -2.9708 -2.8543
H26 -2.9740 -1.4776 -2.4746
H27 -3.7436 -5.6856 -1.4960
H28 -3.3686 -5.5048 0.2190
H29 -2.1028 -5.2784 -0.9966
H30 -5.9856 -3.3964 -1.4316
H31 -5.6198 -1.9422 -0.4958
H32 -5.7505 -3.5077 0.3162
H33 -2.4947 -3.0676 1.4051
H34 -3.2621 -1.5652 0.8733
H35 -0.3385 -2.8883 2.2393
H36 1.0499 -1.8800 1.8012
H37 3.4202 -3.4298 1.8301
H38 3.2689 -2.6860 0.2315
H39 3.7338 -4.3884 0.3756
H40 1.2005 -5.3161 2.8738
H41 1.4613 -6.4193 1.5176
H42 -0.1481 -5.7609 1.8184
H43 1.6942 -4.3456 -1.7096
H44 0.0008 -3.9777 -1.4748
H45 0.5977 -5.5941 -1.1160

Force components x, y, z for each atom (eV/Å):
-0.646 1.607 1.101
0.037 -0.059 0.020
0.016 0.000 0.018
0.014 0.011 -0.005
-0.014 -0.006 0.002
-0.005 -0.006 0.010
0.017 -0.002 0.021
-0.068 -0.008 -0.018
0.018 -0.041 -0.105
0.166 0.120 -0.083
0.218 0.135 0.096
-1.300 -0.827 -1.118
-0.020 -0.389 0.304
0.055 -0.045 -0.131
0.057 0.177 0.130
-0.070 0.052 0.065
0.005 -0.008 -0.015
0.007 -0.015 -0.048
0.001 0.009 -0.007
0.006 0.009 -0.015
0.015 0.008 -0.001
0.005 0.043 0.013
-0.034 0.016 -0.013
0.003 -0.011 0.006
0.001 -0.005 0.003
-0.012 -0.005 0.003
0.000 -0.005 -0.016
0.008 -0.012 -0.018
-0.066 -0.079 -0.010
0.228 0.018 -0.013
-0.006 0.002 0.015
0.002 -0.007 0.009
0.005 0.012 -0.006
0.002 0.007 -0.001
0.003 0.004 -0.005
-0.008 -0.007 0.007
0.066 0.114 -0.155
0.260 -0.309 0.813
0.397 0.095 -0.250
-0.282 1.045 -0.070
0.260 0.323 -0.069
-0.006 -0.053 -0.029
-0.175 0.018 -0.070
0.017 0.026 -0.018
0.005 -0.023 0.024
0.961 0.003 0.275
-0.033 -0.008 0.013
0.004 0.030 -0.010
-0.004 0.028 -0.002
-0.006 0.013 0.015
0.008 -0.010 -0.007
0.004 0.000 0.000
-0.015 0.004 0.015
0.019 -0.004 0.011
-0.006 0.003 -0.019
-0.061 -0.032 -0.080
0.222 0.093 0.227
-0.017 -0.059 -0.078
-0.063 -0.003 -0.033
-0.369 0.221 -0.010
-0.187 -1.961 -0.896
0.486 -0.165 0.011
-0.253 0.187 0.115
0.080 -0.057 -0.036
0.042 -0.097 -0.006
0.086 -0.080 -0.060
0.013 -0.015 -0.007
0.003 0.040 0.037
-0.005 -0.017 0.015
0.019 -0.002 0.007
-0.006 0.006 -0.015
-0.012 0.001 0.022
-0.019 -0.006 0.024
0.004 -0.014 -0.006
0.007 0.020 0.001
0.021 -0.012 -0.005
-0.019 -0.069 0.055
-0.048 0.068 -0.039
-0.049 -0.081 -0.004
-0.005 0.004 -0.019
0.008 -0.008 0.011
0.011 0.025 0.020
-0.011 0.002 -0.013
-0.015 0.002 0.032
0.014 0.005 -0.003
-0.004 -0.008 -0.009
-0.020 0.011 0.085
0.030 0.008 -0.009

=====

Formula: C27H45Cl4F7N5O3S
Source: the Open Molecules 2025 dataset
Level of theory: ωB97M-V with the def2-TZVPD basis set

Results
Total charge: +1
Kohn-Sham gap, eV: 7.42
HOMO, eV: -12.1

Positions of all 92 atoms, in Å:
C1 -1.0776 -0.4530 2.8916
C2 -1.1236 -1.8038 1.9921
C3 -2.6308 -2.0061 1.4740
C4 -2.7520 -3.4472 0.7250
C5 -2.5510 -3.2634 -0.8502
C6 -1.0384 -3.5025 -1.3434
C7 -0.9920 -3.0107 -2.8923
C8 0.4714 -2.4835 -3.2702
C9 0.3654 -1.0542 -4.0454
C10 0.2530 0.1293 -2.9798
C11 1.0728 1.4661 -3.2636
C12 1.4450 1.7972 -4.7653
F1 1.9137 3.1632 -4.7897
F2 2.5752 1.0633 -5.2436
C13 0.3404 1.6780 -5.8980
F3 -0.9767 1.4425 -5.4844
F4 0.6828 0.5231 -6.6798
C14 0.3825 2.8599 -7.0125
F5 1.6451 2.9791 -7.6143
F6 -0.1652 4.0642 -6.5755
F7 -0.4746 2.3946 -8.0500
C15 2.5300 1.2475 -2.5497
N1 3.0055 -0.1612 -2.6118
C16 4.2403 -0.2331 -2.9908
S1 5.8434 0.1401 -3.2512
C17 2.5422 1.6976 -1.0217
O1 3.6017 1.1086 -0.2496
C18 3.9892 1.9490 0.8624
C19 3.9325 1.1546 2.2860
C20 3.4516 -0.3628 2.1471
C21 4.5896 -1.3494 1.5765
N2 1.2648 1.4525 -0.2889
C22 0.2661 2.2246 -1.0594
N3 -0.7951 2.6405 -0.3025
N4 0.4574 2.5519 -2.4509
C23 -0.6360 3.3106 -3.0584
O2 -1.9555 2.6728 -2.9952
N5 -2.9539 3.5909 -3.1154
O3 -3.9342 3.0530 -2.6855
H1 -0.0150 -0.3141 3.2962
H2 -1.4411 0.4548 2.2955
H3 -1.8065 -0.6210 3.7559
H4 -0.4643 -1.6634 1.0619
H5 -0.8401 -2.7281 2.5907
H6 -2.9349 -1.1435 0.7717
H7 -3.3596 -1.9351 2.3633
H8 -3.8352 -3.7950 0.9100
H9 -2.0444 -4.2217 1.1619
H10 -3.2067 -3.9901 -1.4589
H11 -2.8387 -2.2097 -1.1858
H12 -0.2587 -2.9618 -0.6996
H13 -0.7929 -4.6214 -1.3573
H14 -1.4085 -3.8019 -3.6062
H15 -1.6982 -2.1028 -3.0003
H16 0.9884 -3.1799 -4.0298
H17 1.1851 -2.3741 -2.3914
H18 1.2609 -1.0181 -4.7417
H19 -0.6067 -1.1305 -4.6584
H20 0.5315 -0.3380 -1.9625
H21 -0.8730 0.3642 -2.8791
H22 3.3468 1.8906 -3.0506
H23 2.7071 2.8418 -1.0231
H24 5.0695 2.3245 0.7243
H25 3.3467 2.8800 1.0083
H26 3.1421 1.6853 2.9396
H27 4.9143 1.2517 2.8631
H28 3.1819 -0.7419 3.2030
H29 2.5010 -0.4756 1.5286
H30 4.1468 -2.3997 1.5512
H31 5.5167 -1.3498 2.2373
H32 4.9040 -0.9913 0.5360
H33 1.2424 1.9256 0.6341
H34 -1.4132 1.9677 0.1854
H35 -1.0256 3.6408 -0.2870
H36 -0.4877 3.6449 -4.1343
H37 -0.7505 4.2874 -2.4531
Cl1 -3.7956 1.9259 2.9647
C24 -4.3026 2.3287 4.6252
C25 -3.2029 2.0813 5.6388
Cl2 -2.8522 0.3458 5.8459
H38 -5.1978 1.7491 4.8552
H39 -4.5730 3.3862 4.6244
H40 -3.5093 2.4594 6.6156
H41 -2.2751 2.5809 5.3551
Cl3 -1.6226 -2.6082 5.7374
C26 -2.0985 -3.4273 7.2462
C27 -1.3484 -2.8920 8.4486
Cl4 0.3813 -3.3166 8.4054
H42 -1.9367 -4.4983 7.1161
H43 -3.1695 -3.2583 7.3735
H44 -1.7572 -3.3254 9.3629
H45 -1.4278 -1.8060 8.5201

Force components x, y, z for each atom (eV/Å):
0.142 -1.417 -0.137
-1.169 1.403 -0.312
0.567 -0.640 0.260
-1.486 1.198 -0.302
0.768 -0.659 -0.115
-0.954 -0.191 -1.207
0.464 0.810 1.046
0.056 0.179 -1.658
-0.150 -1.363 0.317
-1.349 -1.082 -0.361
2.298 -2.468 1.866
1.570 1.443 -0.677
-1.084 -2.274 0.178
-2.659 1.420 1.571
-0.218 -2.158 -2.439
2.631 1.062 -0.210
-0.735 2.372 1.677
-1.156 -0.373 -2.514
-2.981 0.158 2.088
1.700 -2.372 -0.661
1.824 1.201 2.431
1.245 0.300 0.233
4.502 -0.141 -1.995
-0.889 2.231 1.506
-4.105 -1.569 0.409
1.742 0.834 0.686
-1.274 1.395 -0.980
1.370 0.336 2.012
-1.183 0.028 -0.065
0.762 -0.611 0.784
-0.545 0.599 -0.042
-2.669 3.137 -3.693
1.550 -1.430 0.604
0.266 0.640 -0.645
-1.846 -0.659 2.012
-1.339 2.851 -0.016
2.869 -0.949 0.155
-2.737 -1.316 1.496
1.140 1.790 -1.251
-1.532 0.099 -0.493
0.635 -1.231 0.796
1.191 0.513 -1.240
-0.671 -0.459 1.445
-0.084 1.310 -0.752
0.498 -1.350 0.876
1.179 -0.271 -1.214
1.702 0.280 -0.305
-0.829 1.054 -0.533
0.902 1.068 1.022
0.219 -1.339 0.652
-1.202 -0.670 -0.980
-0.286 1.545 0.355
0.838 1.013 1.039
0.936 -1.364 0.257
-0.820 0.847 1.304
-1.068 -0.206 -0.945
-1.156 0.411 0.928
1.664 0.409 0.696
-0.013 1.127 -1.561
1.744 0.018 -0.279
-1.561 -0.593 0.752
-0.193 -1.613 -0.166
-1.670 -0.644 -0.173
0.586 -1.154 -0.664
1.202 -0.713 -0.948
-1.262 -0.299 -1.035
0.373 0.677 -1.546
1.269 0.358 0.671
0.792 1.348 -0.172
-1.273 0.022 -0.741
-0.470 -0.754 1.360
0.150 -0.829 -0.479
0.982 0.630 -0.176
-0.424 -0.903 -0.357
0.529 -0.765 1.437
0.352 -1.410 -1.023
-0.033 -0.041 -0.115
-0.082 0.203 0.396
-0.073 0.106 0.025
-0.115 0.251 0.123
0.177 -0.034 -0.093
0.088 -0.085 -0.002
-0.066 -0.007 -0.120
-0.112 -0.106 -0.037
0.112 -0.165 -0.078
-0.151 -0.145 0.269
-0.153 0.045 0.033
0.001 0.032 -0.038
0.091 0.161 -0.013
0.110 0.061 0.017
-0.001 -0.032 -0.126
0.046 -0.125 -0.100

=====

Here are the calculated max |F| numbers, same order: 7.73 2.16 5.53 (eV/Å).